# 1
{"formula": "C8H9ClI2IrN5", "method": "ωB97M-V/def2-TZVPD", "homo_lumo_gap_ev": 7.85, "charge": 2, "homo_energy_ev": -15.83, "elements": ["Ir", "N", "C", "N", "C", "N", "C", "C", "N", "C", "C", "N", "H", "H", "H", "H", "H", "I", "C", "I", "H", "H", "Cl", "C", "H", "H"], "positions_angstrom": [[-0.177954, -0.386577, -0.941962], [3.378657, 0.983929, 0.688511], [2.793182, 0.512591, -0.407910], [1.500616, 0.370046, -0.130904], [1.386435, 0.732569, 1.176634], [2.509218, 1.127139, 1.705667], [0.079001, 0.565948, 1.771385], [-0.262924, 0.878726, 3.076173], [-1.484327, 0.657336, 3.542711], [-2.371236, 0.132373, 2.711663], [-2.059657, -0.196308, 1.396607], [-0.830026, 0.025725, 0.924642], [4.353167, 1.222241, 0.824242], [3.284628, 0.320208, -1.348084], [0.472851, 1.306130, 3.746930], [-3.368590, -0.047401, 3.093145], [-2.793061, -0.620092, 0.730245], [-2.491521, -1.115137, -2.144913], [-2.180735, 0.372263, -3.648763], [-0.480777, 1.528907, -3.123862], [-3.055356, 1.010574, -3.694528], [-1.987847, -0.135479, -4.586928], [1.306090, -1.802461, -2.752672], [0.772019, -2.163193, -1.117726], [1.603827, -2.263907, -0.428018], [0.104319, -3.016150, -1.062286]], "forces_ev_per_a": [[0.441, 0.423, -1.634], [-0.027, -0.029, -0.005], [-0.062, 0.245, -0.083], [0.488, -0.318, 0.035], [0.060, 0.110, 0.163], [0.033, -0.053, -0.056], [-0.179, 0.058, 0.104], [-0.048, -0.003, -0.017], [0.011, 0.036, 0.021], [-0.023, -0.010, 0.000], [-0.007, 0.126, 0.062], [0.030, -0.622, 0.260], [-0.001, 0.007, -0.006], [0.014, -0.017, 0.016], [0.008, 0.004, -0.011], [-0.005, -0.008, -0.020], [-0.003, -0.027, 0.029], [0.177, -0.076, -0.001], [0.010, -0.036, -0.042], [-0.221, 0.405, -0.140], [-0.013, -0.015, 0.021], [-0.024, -0.007, 0.000], [-0.416, 0.345, 0.336], [-0.520, -0.307, 1.460], [0.162, -0.105, -0.196], [0.116, -0.125, -0.298]], "mulliken_charge": [0.973, 0.159, -0.114, -0.366, 0.174, -0.595, 0.618, -0.345, -0.448, -0.400, 0.208, -0.300, 0.210, 0.498, 0.458, 0.396, 0.205, 0.219, -0.758, 0.218, 0.426, 0.410, -0.016, -0.722, 0.420, 0.471]}

=====

# 2
{"formula": "C20H20F6N3O4P2S2Tc", "method": "ωB97M-V/def2-TZVPD", "homo_lumo_gap_ev": [6.40, 5.61], "spin_multiplicity": 4, "charge": 1, "homo_energy_ev": [-11.00, -11.01], "elements": ["Tc", "O", "C", "O", "C", "C", "C", "N", "C", "C", "C", "C", "C", "C", "C", "N", "C", "C", "C", "C", "C", "N", "H", "H", "H", "H", "H", "H", "H", "H", "H", "H", "C", "C", "O", "P", "S", "S", "O", "C", "C", "H", "H", "H", "H", "H", "H", "H", "H", "H", "H", "F", "P", "F", "F", "F", "F", "F"], "positions_angstrom": [[0.415355, 0.590449, 0.649170], [-3.658796, 4.337010, -3.772989], [-2.882697, 5.165373, -3.626965], [-2.104531, 5.986151, -3.463359], [-2.293655, 4.035230, -0.941742], [-1.088019, 4.406156, -0.418942], [-0.317448, 3.371183, 0.124702], [-0.743433, 2.098620, 0.044469], [-2.001668, 1.796451, -0.322649], [-2.835158, 2.784632, -0.865452], [-2.393816, 0.495395, 0.195712], [-3.599017, -0.152302, -0.053052], [-3.956368, -1.239522, 0.721341], [-3.094597, -1.638445, 1.737065], [-1.869464, -1.016330, 1.866215], [-1.486788, 0.010141, 1.096723], [0.888967, 3.467457, 0.931255], [1.672839, 4.602509, 1.110852], [2.802840, 4.524817, 1.901793], [3.088203, 3.328569, 2.549399], [2.270392, 2.238328, 2.325665], [1.213104, 2.287850, 1.518167], [-0.748364, 5.429071, -0.401806], [-3.848162, 2.568476, -1.164427], [-4.245723, 0.208550, -0.833321], [-4.888845, -1.751731, 0.551131], [-3.365691, -2.433354, 2.410263], [-1.151298, -1.350746, 2.599830], [1.417353, 5.513042, 0.595086], [3.458159, 5.375338, 2.002077], [3.943149, 3.239556, 3.199745], [2.480834, 1.274436, 2.770601], [2.003589, -6.149168, 0.711926], [1.811767, -4.686761, 1.061059], [1.725877, -3.928816, -0.164547], [0.915192, -2.576764, -0.269176], [1.098750, -1.832368, -2.108295], [1.363380, -1.461106, 1.395774], [-0.643380, -2.911963, 0.041660], [-1.487533, -3.419954, -1.002990], [-1.105686, -4.819059, -1.441549], [2.129799, -6.722094, 1.626451], [2.889554, -6.271883, 0.095870], [1.144282, -6.537598, 0.171460], [2.666060, -4.304378, 1.625583], [0.899433, -4.534682, 1.647020], [-1.438109, -2.729942, -1.852586], [-2.491180, -3.392613, -0.571600], [-0.110638, -4.822963, -1.880937], [-1.814591, -5.163006, -2.188312], [-1.123772, -5.502175, -0.596567], [2.168702, 0.835422, -0.385344], [3.002230, 1.786972, -1.718375], [3.699031, 2.645255, -2.820033], [1.868813, 2.918827, -1.407145], [3.969960, 0.541674, -1.831332], [3.852784, 2.391684, -0.492474], [1.928030, 1.095096, -2.682103]], "forces_ev_per_a": [[2.305, -0.938, -0.517], [-1.210, -1.295, -0.221], [-0.031, 0.025, -0.105], [1.228, 1.294, 0.264], [0.290, -0.138, 0.251], [0.391, -0.099, 0.126], [-0.665, -0.021, -0.499], [-1.151, 1.170, -0.503], [-0.042, 1.149, -0.385], [0.092, -0.706, 0.065], [-0.471, -0.796, 0.027], [0.521, 0.490, -0.012], [0.452, -0.097, 0.391], [-0.379, 0.193, -0.267], [0.223, -0.210, 0.257], [-1.431, -0.349, 0.014], [0.775, 0.324, 0.285], [-0.472, -0.416, -0.175], [-0.037, -0.354, 0.150], [-0.179, 0.226, -0.090], [0.467, -0.214, 0.305], [-0.100, 0.229, 0.152], [0.043, 0.127, 0.022], [-0.121, -0.040, -0.040], [-0.127, 0.126, -0.107], [-0.129, -0.057, -0.006], [0.070, -0.141, 0.072], [0.047, -0.059, -0.077], [-0.030, 0.096, -0.071], [0.026, 0.093, 0.056], [0.058, -0.092, 0.014], [0.040, 0.016, -0.044], [-0.045, 0.335, 0.001], [0.040, -0.280, 0.239], [-0.056, 0.179, 0.111], [-0.562, 0.278, -2.055], [-0.173, -0.036, 1.985], [0.247, 0.183, 0.439], [0.576, -0.026, 0.359], [-0.238, -0.109, -0.362], [0.001, 0.246, 0.146], [0.021, -0.077, 0.088], [0.081, -0.040, -0.050], [-0.061, -0.024, -0.044], [-0.103, 0.003, -0.019], [0.079, -0.013, -0.038], [-0.054, -0.059, 0.135], [0.055, -0.062, -0.072], [0.020, -0.025, -0.056], [-0.092, -0.087, -0.100], [-0.015, -0.124, 0.081], [-0.263, -0.173, 0.248], [-0.325, -0.236, -0.024], [-0.006, -0.042, 0.037], [0.117, 0.088, -0.124], [-0.199, 0.403, 0.064], [-0.001, -0.084, -0.358], [0.502, 0.245, 0.038]], "mulliken_charge": [0.254, -0.369, 0.785, -0.356, -1.114, -0.527, 0.173, 0.470, -0.119, -0.492, 1.168, -0.389, -0.556, -0.709, -0.262, -0.104, 1.133, -0.579, -0.484, -0.753, -0.060, -0.071, 0.496, 0.440, 0.462, 0.481, 0.436, 0.590, 0.423, 0.462, 0.435, 0.452, -1.287, -0.120, -0.197, 0.476, -0.288, -0.353, -0.007, -0.362, -1.224, 0.398, 0.318, 0.265, 0.337, 0.295, 0.383, 0.283, 0.287, 0.477, 0.234, -0.302, 1.278, -0.315, -0.257, -0.322, -0.363, -0.349]}

=====

Table of ΔE to the lowest compared entry with this formula, charge and spin (kcal per mole), in record order: 11.1; 59.3
Table of calculated total energy (eV), in record order: -47438.55273; -92477.64014